Formula: C29H70N6O
Source: OMol25
Level of theory: ωB97M-V/def2-TZVPD

Results
Max |F| in hartree/bohr: 0.0258
SMILES: NC[C@H]1CNC(=O)C1.CCN(CC)CC.CCN(CC)CC.CCN(CC)CC.CCN(CC)CC
Orbital gap in eV: 8.53
Spin multiplicity: 1
Total energy in a.u.: -1550.65910

CARTESIAN COORDINATES (ANGSTROEM)
N (0.272, -4.253, -2.533)
C (1.457, -3.435, -2.218)
C (1.869, -3.468, -0.739)
C (3.366, -3.428, -0.396)
N (3.428, -3.026, 1.037)
C (2.156, -2.491, 1.389)
O (1.799, -2.297, 2.537)
C (1.377, -2.286, 0.103)
H (0.509, -5.209, -2.285)
H (-0.448, -4.002, -1.861)
H (2.279, -3.778, -2.853)
H (1.217, -2.400, -2.491)
H (1.467, -4.375, -0.266)
H (3.858, -4.400, -0.500)
H (3.876, -2.693, -1.021)
H (3.584, -3.833, 1.630)
H (1.726, -1.334, -0.317)
H (0.300, -2.223, 0.272)
C (-2.549, -2.185, -3.840)
C (-2.490, -1.377, -2.552)
N (-2.348, 0.055, -2.785)
C (-2.022, 0.825, -1.599)
C (-3.021, 0.809, -0.436)
C (-3.378, 0.634, -3.635)
C (-4.844, 0.505, -3.192)
H (-1.648, -2.029, -4.433)
H (-2.622, -3.250, -3.618)
H (-3.406, -1.915, -4.455)
H (-1.626, -1.712, -1.969)
H (-3.378, -1.610, -1.942)
H (-1.844, 1.857, -1.913)
H (-1.059, 0.464, -1.222)
H (-3.898, 1.419, -0.647)
H (-2.550, 1.224, 0.457)
H (-3.353, -0.200, -0.189)
H (-3.279, 0.195, -4.628)
H (-3.133, 1.691, -3.765)
H (-5.070, -0.495, -2.820)
H (-5.503, 0.695, -4.041)
H (-5.106, 1.221, -2.413)
C (1.514, 1.912, -2.485)
C (2.566, 2.990, -2.706)
N (3.723, 2.869, -1.840)
C (4.584, 4.038, -1.858)
C (5.308, 4.391, -3.164)
C (4.394, 1.584, -1.874)
C (4.933, 1.089, -3.225)
H (1.183, 1.905, -1.445)
H (0.648, 2.117, -3.115)
H (1.870, 0.914, -2.745)
H (2.110, 3.960, -2.489)
H (2.831, 3.009, -3.776)
H (5.322, 3.920, -1.061)
H (3.965, 4.892, -1.566)
H (6.152, 3.730, -3.358)
H (5.701, 5.407, -3.100)
H (4.640, 4.354, -4.025)
H (3.697, 0.840, -1.486)
H (5.208, 1.618, -1.145)
H (4.222, 1.263, -4.034)
H (5.120, 0.014, -3.182)
H (5.874, 1.566, -3.495)
C (-9.183, 5.550, 0.464)
C (-7.767, 5.087, 0.770)
N (-7.377, 3.904, 0.025)
C (-6.142, 3.308, 0.500)
C (-4.843, 4.112, 0.364)
C (-7.525, 3.989, -1.418)
C (-6.767, 5.101, -2.158)
H (-9.901, 4.750, 0.646)
H (-9.439, 6.394, 1.106)
H (-9.295, 5.884, -0.568)
H (-7.709, 4.828, 1.830)
H (-7.079, 5.936, 0.622)
H (-6.022, 2.346, -0.008)
H (-6.288, 3.066, 1.558)
H (-4.479, 4.130, -0.663)
H (-4.063, 3.650, 0.973)
H (-4.957, 5.141, 0.706)
H (-8.589, 4.092, -1.640)
H (-7.240, 3.018, -1.832)
H (-6.832, 6.055, -1.632)
H (-7.200, 5.245, -3.150)
H (-5.713, 4.863, -2.297)
C (5.021, -5.479, 8.084)
C (4.992, -4.238, 7.206)
N (5.486, -4.474, 5.862)
C (5.703, -3.253, 5.104)
C (4.479, -2.401, 4.749)
C (4.841, -5.554, 5.136)
C (3.321, -5.472, 4.921)
H (6.027, -5.897, 8.132)
H (4.708, -5.218, 9.096)
H (4.344, -6.254, 7.726)
H (5.641, -3.481, 7.653)
H (3.974, -3.817, 7.222)
H (6.226, -3.524, 4.182)
H (6.409, -2.641, 5.674)
H (3.888, -2.840, 3.953)
H (4.804, -1.420, 4.396)
H (3.824, -2.240, 5.605)
H (5.064, -6.489, 5.655)
H (5.343, -5.638, 4.169)
H (2.801, -5.152, 5.824)
H (2.933, -6.458, 4.653)
H (3.047, -4.783, 4.123)


Formula: C6H9N
Source: OMol25
Level of theory: ωB97M-V/def2-TZVPD

Results
Max |F| in hartree/bohr: 0.0081
SMILES: [H]/N=C/C=C=C(C)C
Orbital gap in eV: 10.16
Spin multiplicity: 1
Total energy in a.u.: -288.70272

CARTESIAN COORDINATES (ANGSTROEM)
H (3.089, 1.535, -1.805)
N (2.270, 1.269, -1.255)
C (2.614, 0.449, -0.344)
C (1.648, -0.120, 0.619)
C (0.351, -0.172, 0.412)
C (-0.939, -0.264, 0.225)
C (-1.868, 0.886, 0.548)
C (-1.567, -1.526, -0.326)
H (3.652, 0.116, -0.196)
H (2.051, -0.514, 1.553)
H (-2.870, 0.519, 0.796)
H (-1.964, 1.550, -0.319)
H (-1.498, 1.478, 1.388)
H (-0.849, -2.137, -0.881)
H (-2.408, -1.284, -0.985)
H (-1.971, -2.129, 0.498)


Formula: C46H56AsBrF4MgN3OPS6Si3
Source: OMol25
Level of theory: ωB97M-V/def2-TZVPD

Results
Max |F| in hartree/bohr: 0.0173
Orbital gap in eV: 6.15
Spin multiplicity: 1
Total energy in a.u.: -11034.50703

CARTESIAN COORDINATES (ANGSTROEM)
Mg (1.539, -0.169, 0.338)
F (-2.299, 5.205, 5.727)
C (-2.357, 4.376, 4.694)
C (-3.433, 4.420, 3.837)
F (-4.411, 5.295, 4.043)
C (-3.492, 3.542, 2.775)
F (-4.584, 3.605, 2.012)
C (-2.489, 2.615, 2.504)
P (-2.684, 1.383, 1.128)
C (-4.297, 0.713, 1.742)
C (-5.519, 0.807, 1.083)
C (-6.653, 0.215, 1.628)
C (-6.580, -0.464, 2.834)
C (-5.367, -0.552, 3.504)
C (-4.230, 0.022, 2.955)
C (-3.219, 2.441, -0.276)
C (-3.103, 3.824, -0.363)
C (-3.495, 4.486, -1.521)
C (-3.978, 3.777, -2.612)
C (-4.049, 2.392, -2.552)
C (-3.658, 1.734, -1.398)
C (-1.399, 2.579, 3.404)
Br (0.033, 1.328, 3.318)
C (-1.352, 3.458, 4.476)
F (-0.331, 3.427, 5.328)
H (-5.599, 1.360, 0.157)
H (-7.599, 0.290, 1.105)
H (-7.466, -0.927, 3.252)
H (-5.303, -1.075, 4.450)
H (-3.280, -0.062, 3.474)
H (-2.700, 4.400, 0.460)
H (-3.426, 5.566, -1.571)
H (-4.281, 4.301, -3.510)
H (-4.399, 1.826, -3.408)
H (-3.677, 0.653, -1.351)
S (7.724, -0.631, 3.887)
C (6.227, -0.338, 3.281)
S (5.849, 1.022, 2.279)
C (4.161, 0.640, 1.967)
C (3.691, -0.460, 2.584)
S (2.078, -1.111, 2.488)
S (4.851, -1.345, 3.566)
S (3.283, 1.636, 0.861)
S (0.920, 5.307, -3.305)
C (0.784, 3.885, -2.264)
C (0.880, 3.966, -0.878)
C (0.722, 2.815, -0.134)
N (0.523, 1.610, -0.683)
C (0.432, 1.544, -2.015)
C (0.530, 2.646, -2.840)
C (2.180, 6.205, -2.411)
C (1.880, 7.369, -1.723)
C (2.916, 8.016, -1.059)
N (4.173, 7.583, -1.061)
C (4.445, 6.465, -1.731)
C (3.487, 5.738, -2.423)
H (1.083, 4.908, -0.387)
H (0.758, 2.861, 0.947)
H (0.279, 0.555, -2.437)
H (0.428, 2.545, -3.913)
H (0.873, 7.764, -1.703)
H (2.727, 8.925, -0.497)
H (5.480, 6.140, -1.719)
H (3.750, 4.836, -2.960)
O (2.536, -0.857, -1.351)
C (3.330, -0.528, -2.241)
C (3.756, 0.880, -2.539)
C (5.273, 0.941, -2.173)
C (5.783, -0.158, -1.206)
C (6.154, -1.512, -1.842)
C (4.913, -2.341, -2.185)
N (4.004, -1.471, -2.959)
H (3.194, 1.568, -1.917)
H (3.595, 1.131, -3.590)
H (5.448, 1.902, -1.691)
H (5.878, 0.913, -3.085)
H (5.045, -0.325, -0.416)
H (6.671, 0.233, -0.711)
H (6.785, -2.075, -1.152)
H (6.740, -1.339, -2.752)
H (4.395, -2.645, -1.280)
H (5.160, -3.223, -2.774)
H (4.497, -1.063, -3.741)
C (-2.836, -5.324, -1.467)
Si (-2.787, -3.585, -0.730)
C (-4.169, -3.500, 0.548)
C (-3.321, -2.452, -2.150)
As (-0.716, -2.801, 0.170)
Si (-0.781, -4.088, 2.181)
C (-1.867, -3.100, 3.360)
C (-1.503, -5.811, 1.891)
C (0.849, -4.393, 3.062)
Si (0.736, -4.110, -1.171)
C (0.797, -3.203, -2.830)
C (2.408, -4.223, -0.310)
C (0.366, -5.912, -1.617)
H (-3.873, -5.660, -1.549)
H (-2.293, -6.052, -0.859)
H (-2.401, -5.334, -2.470)
H (-4.077, -4.282, 1.306)
H (-5.141, -3.614, 0.062)
H (-4.163, -2.532, 1.060)
H (-3.986, -2.980, -2.838)
H (-2.459, -2.095, -2.724)
H (-3.865, -1.588, -1.763)
H (-2.830, -2.847, 2.911)
H (-1.354, -2.165, 3.612)
H (-2.053, -3.645, 4.290)
H (-2.494, -5.787, 1.430)
H (-1.585, -6.346, 2.842)
H (-0.844, -6.393, 1.241)
H (1.271, -3.468, 3.449)
H (1.596, -4.850, 2.411)
H (0.678, -5.071, 3.904)
H (0.841, -2.126, -2.671)
H (-0.106, -3.422, -3.410)
H (1.665, -3.491, -3.429)
H (2.683, -3.291, 0.193)
H (3.192, -4.495, -1.021)
H (2.374, -5.011, 0.446)
H (-0.401, -5.998, -2.388)
H (0.037, -6.491, -0.750)
H (1.278, -6.379, -1.997)